(1)
A molecular structure, C32H37AsIN2O11PSSnTe, computed with the ωB97M-V functional and the def2-TZVPD basis.

Last column: Löwdin charge in e.
Cartesian coordinates (Å):
1 Sn -1.56333 -0.63442 2.16555  1.182
2 C 2.55068 1.27764 3.46663  -0.036
3 C 2.54509 0.05638 2.59857  -0.373
4 N 3.50296 -0.07845 1.70510  0.088
5 C 3.57175 -1.21305 0.98054  -0.135
6 C 2.71060 -2.27269 1.13237  -0.165
7 C 2.88539 -3.50410 0.27886  -0.199
8 O 2.92717 -4.72460 1.01084  -0.067
9 C 1.60713 -2.11581 2.00489  -0.115
10 C 0.60044 -3.14229 2.04438  -0.049
11 N -0.64732 -2.95011 2.29898  -0.021
12 C -1.57818 -3.97507 2.14338  -0.335
13 C -1.38600 -5.07933 1.30137  -0.014
14 C -2.36652 -6.04112 1.13763  -0.072
15 C -3.57588 -5.94176 1.80983  -0.078
16 C -3.81459 -4.83864 2.61534  -0.144
17 C -2.82522 -3.88893 2.76232  -0.535
18 I -3.28447 -2.16003 3.95854  1.047
19 C 1.47580 -0.90199 2.73192  -0.449
20 O 0.45864 -0.62287 3.46669  -0.239
21 H 3.39246 1.90620 3.18584  0.078
22 H 2.64068 0.97701 4.51235  0.088
23 H 1.62091 1.83858 3.36872  0.036
24 H 4.39248 -1.25031 0.27259  0.112
25 H 3.78862 -3.39547 -0.33001  0.120
26 H 2.03079 -3.59283 -0.39640  0.123
27 H 3.68376 -4.71043 1.60536  0.097
28 H 0.95390 -4.14818 1.82288  0.123
29 H -0.46188 -5.15631 0.74494  0.120
30 H -2.18536 -6.87718 0.47596  0.112
31 H -4.33823 -6.70017 1.70129  0.108
32 H -4.75528 -4.71292 3.13150  0.094
33 O -2.62101 -3.34905 -1.54096  -0.250
34 As -1.97019 -1.79890 -0.96004  0.857
35 O -0.42465 -2.04349 -0.48975  -0.491
36 O -2.93491 -1.48327 0.36212  -0.583
37 C -2.09784 -0.83479 -2.64186  -0.209
38 C -2.19098 -1.63373 -3.77904  -0.077
39 C -2.17981 -1.06444 -5.04209  -0.063
40 C -2.03360 0.30620 -5.19186  -0.059
41 C -1.89239 1.10818 -4.07355  -0.048
42 C -1.93426 0.53788 -2.80979  -0.261
43 S -1.74267 1.66690 -1.45995  0.489
44 O -0.75732 2.63660 -1.85312  -0.290
45 O -3.04483 2.16153 -1.11566  -0.256
46 O -1.19177 0.77323 -0.34535  -0.757
47 H -2.82713 -3.86667 -0.75153  0.019
48 H -2.28337 -2.70403 -3.65955  0.099
49 H -2.28487 -1.69476 -5.91480  0.108
50 H -2.02698 0.74966 -6.17790  0.109
51 H -1.73736 2.17572 -4.15224  0.120
52 C -1.44589 3.68509 4.96129  -0.126
53 O -1.52430 3.85652 3.55018  -0.360
54 P -1.16503 2.57550 2.58686  0.795
55 O -1.11604 3.38877 1.20849  -0.409
56 C -1.67306 4.68232 0.94629  -0.090
57 O -2.63644 1.81214 2.58313  -0.517
58 C -3.84832 2.47729 2.19262  -0.090
59 H -2.15082 4.38524 5.40614  0.086
60 H -0.43930 3.91016 5.31790  0.085
61 H -1.71289 2.66892 5.26006  0.078
62 H -0.90431 5.43862 1.10375  0.092
63 H -2.52597 4.90073 1.58344  0.075
64 H -1.98100 4.67620 -0.09706  0.088
65 H -4.66765 1.80254 2.43450  0.092
66 H -3.83829 2.66634 1.12074  0.072
67 H -3.95893 3.41083 2.74730  0.084
68 C 4.70071 2.76932 -4.60161  -0.047
69 C 3.70461 2.36172 -3.55210  -0.259
70 C 3.32595 3.23205 -2.53832  -0.011
71 C 2.46107 2.84591 -1.52389  -0.300
72 C 2.09972 3.84257 -0.45605  -0.077
73 C 1.95907 1.53493 -1.52616  -0.366
74 Te 0.85674 0.85355 0.16969  1.666
75 C 2.28866 0.65225 -2.56537  -0.286
76 C 1.75370 -0.75172 -2.66950  -0.060
77 C 3.15792 1.08763 -3.56085  -0.017
78 H 5.01379 3.80281 -4.46471  0.073
79 H 4.28349 2.65998 -5.60332  0.081
80 H 5.58135 2.12823 -4.53944  0.084
81 H 3.71892 4.24251 -2.53261  0.116
82 H 2.29519 4.85686 -0.80346  0.081
83 H 2.68911 3.66465 0.44607  0.085
84 H 1.04420 3.74411 -0.21357  0.027
85 H 1.22984 -1.05668 -1.76500  0.001
86 H 2.56930 -1.45392 -2.85146  0.085
87 H 1.05416 -0.82434 -3.50687  0.086
88 H 3.41974 0.40084 -4.35888  0.124

The total energy comes out at -5934.10136 a.u. The energy above the lowest of the compared OMol25 structures with the same formula, charge and spin comes out at 34.1 kcal per mole. As for the molar mass: 1136.83 g/mol. For the HOMO-LUMO gap, the calculation gives 6.904 eV.

(2)
A molecular structure, C3H7AgClFN2O3PS, computed with the ωB97M-V functional and the def2-TZVPD basis.

Last column: Löwdin charge in e.
Cartesian coordinates (Å):
1 C 1.73869 -0.94627 0.80471  0.005
2 C 0.87100 -1.03260 -0.40157  -0.366
3 N 0.81948 -2.13083 -1.05498  0.068
4 C 0.10100 0.21573 -0.80865  -0.145
5 N -0.50986 0.88949 0.38654  -0.350
6 P -2.16966 0.79332 0.56734  0.609
7 O -2.53320 -0.65129 1.03997  -0.149
8 Cl -3.18604 1.20693 -1.04134  0.589
9 S 0.08802 2.49559 0.58824  0.577
10 O 1.48115 2.41181 0.47073  -0.160
11 O -0.71738 3.33721 -0.19866  -0.191
12 F -0.32453 2.60232 2.06311  -0.079
13 H 2.01428 0.07787 1.03232  0.078
14 H 2.62786 -1.55454 0.67987  0.110
15 H 1.19841 -1.32580 1.67442  0.109
16 H 0.18970 -1.97727 -1.86440  0.026
17 H 0.79779 0.90532 -1.28328  0.147
18 H -0.65102 -0.04397 -1.55294  0.105
19 H -1.80292 -1.29242 1.02223  0.110
20 Ag -0.03277 -3.98060 -2.12365  0.906

Its charge is +2. The spin multiplicity is 2. The total energy comes out at -1899.59221 a.u. As for the expectation value of S²: 0.75. The energy above the lowest of the compared OMol25 structures with the same formula, charge and spin comes out at 5.2 kcal per mole. As for the molar mass: 344.46 g/mol. For the HOMO-LUMO gap (alpha / beta), the calculation gives 9.682 / 7.512 eV.

Q: Which of these has the lowest energy above the lowest of the compared OMol25 structures with the same formula, charge and spin?
A: C3H7AgClFN2O3PS

Q: Which of these has the lowest energy above the lowest of the compared OMol25 structures with the same formula, charge and spin?
A: C3H7AgClFN2O3PS